Record 1
17
Properties=species:S:1:pos:R:3:forces:R:3:nbo_charge:R:1 method="wB97M-V/def2-TZVPD" homo_energy_ev=-8.686 multiplicity=1 total_charge=0 smiles="N[C@H]1C[C@@H]2C=C[C@H]1S2" lumo_ev=0.879
C -0.635578 0.390163 0.699497 1.853 0.584 -0.070 -0.0503
C 0.589024 -0.605505 0.931189 -1.076 0.758 0.852 -0.4202
C 1.021413 -1.065607 -0.443736 1.140 -0.429 -0.607 -0.3896
C -0.761635 0.427136 -0.871359 0.564 -0.832 0.192 -0.3479
C 0.533385 1.051949 -1.322202 0.713 -0.488 0.385 -0.2173
C 1.569864 0.230991 -1.087339 -0.196 0.362 -0.038 -0.1938
H -2.586502 0.576379 1.197354 0.883 -1.103 0.344 0.3561
H -1.953562 -0.983682 1.031578 -0.659 0.028 0.250 0.3602
H -0.308141 1.381435 1.120239 -0.520 -0.613 -0.746 0.1984
H 1.418627 -0.088866 1.446501 -0.379 -0.358 -0.102 0.2165
H 0.166121 -1.380521 1.580745 0.482 -0.145 -0.196 0.2258
H 1.667732 -1.963312 -0.448146 -0.143 0.655 -0.015 0.2429
H -1.670364 0.867856 -1.256143 -0.205 -0.045 -0.057 0.2311
H 0.586017 2.109675 -1.524723 0.130 0.078 -0.287 0.2209
H 2.640939 0.518592 -1.113100 -0.877 -0.368 -0.054 0.2265
N -1.781970 -0.060050 1.426876 -1.134 0.481 -0.437 -0.8266
S -0.495369 -1.406633 -1.367232 -0.577 1.436 0.586 0.1674

Record 2
64
Properties=species:S:1:pos:R:3:forces:R:3:nbo_charge:R:1 method="wB97M-V/def2-TZVPD" homo_energy_ev="-2.252 / -2.765" multiplicity=7 total_charge=-2 lumo_ev="3.382 / 3.513"
Eu 11.000177 14.907289 10.630357 -0.339 -0.319 -0.121 1.9847
O 10.104962 18.982043 9.021662 -0.504 -1.499 -0.446 -0.6551
C 10.062698 17.754418 9.195252 1.621 1.330 2.739 0.7657
O 10.476826 17.181225 10.320512 -0.584 -0.108 -1.554 -0.8277
C 9.642921 16.797331 8.140069 -0.508 -0.364 -1.901 0.1055
C 9.227427 17.168840 6.840639 0.227 -0.206 0.415 -0.1977
C 8.916621 16.155833 5.927091 -0.078 -0.255 0.695 -0.1943
C 9.071443 14.818631 6.297308 0.630 0.013 0.289 -0.1984
C 9.555934 14.525783 7.602645 -0.658 0.954 -1.782 0.1228
N 9.783735 15.508719 8.450385 0.180 -0.022 0.881 -0.4386
C 9.964973 13.147562 8.019394 1.200 -2.204 0.656 0.7514
O 9.879782 12.224754 7.188119 -0.144 1.353 1.118 -0.6506
O 10.490042 13.045435 9.226525 -0.595 1.033 -1.272 -0.7966
H 9.211965 18.208638 6.506886 -0.094 -0.267 0.513 0.2314
H 8.530906 16.412362 4.940578 0.268 -0.069 0.142 0.2057
H 8.969798 14.031498 5.546547 -0.163 0.082 0.554 0.2382
Br 11.921649 6.911281 12.999675 -0.125 0.263 0.091 -0.0049
C 12.771593 7.886630 11.591126 -0.051 0.307 0.045 -0.1043
C 12.066515 8.882683 10.879291 0.789 -1.362 0.702 -0.2080
C 12.694625 9.417553 9.773206 0.657 -0.260 -0.390 -0.2481
C 14.019026 9.011592 9.431465 0.455 -0.560 0.003 0.1177
C 14.679707 8.006320 10.171018 0.148 0.209 0.261 -0.2357
C 14.084088 7.492556 11.302537 -0.959 -0.118 -0.268 -0.2471
N 14.830847 9.793186 8.622472 -0.250 -0.991 0.734 -0.3128
N 14.214145 10.479357 7.730708 -0.071 0.709 0.298 -0.1633
C 14.325200 11.813591 7.958302 0.255 -0.247 -0.283 0.0317
C 13.743253 12.571534 6.939501 -0.225 0.330 0.053 -0.1017
C 13.220799 13.805442 7.185299 0.241 0.998 -0.406 -0.3392
C 13.265283 14.415619 8.481761 -0.259 0.182 -1.247 0.4200
O 12.726157 15.524584 8.778089 -0.691 -0.302 -0.001 -0.7031
C 13.935341 13.672185 9.509357 -0.073 -0.821 1.103 0.1464
N 13.778206 14.220350 10.745392 0.366 -0.758 0.480 -0.4822
C 14.301351 13.575502 11.786521 -0.113 0.397 -0.439 0.0668
C 15.013403 12.380518 11.653496 -0.028 -0.150 -0.354 -0.2550
C 15.136739 11.793732 10.402518 0.355 0.322 0.534 -0.1310
C 14.530825 12.404144 9.279532 -0.218 0.323 -0.266 -0.1062
H 11.092191 9.185902 11.250279 0.081 0.047 -0.381 0.2423
H 12.205837 10.152729 9.154402 -0.029 0.330 0.079 0.2527
H 15.690233 7.690439 9.886944 -0.375 0.332 0.088 0.2091
H 14.553641 6.756794 11.949376 0.030 0.061 -0.266 0.2141
H 13.651488 12.069064 5.971100 -0.166 0.320 0.357 0.2183
H 12.785745 14.355496 6.358290 -0.224 0.118 0.208 0.2129
H 14.186154 14.031624 12.765717 -0.245 -0.040 -0.065 0.2224
H 15.404866 11.920017 12.560880 0.060 0.035 -0.366 0.2228
H 15.744415 10.907505 10.268947 -0.331 0.083 0.094 0.2459
I 9.432617 19.003384 14.507141 0.914 -0.322 -0.452 0.1211
C 11.167954 18.314699 13.437412 -0.481 -0.158 0.118 -0.1335
C 11.984074 19.208117 12.744736 -0.456 -0.485 0.302 -0.1918
C 13.028736 18.670505 12.009136 0.150 0.247 0.228 -0.2354
C 13.179953 17.299428 11.936577 0.011 0.136 0.039 0.0676
N 12.380128 16.449965 12.573990 -0.373 -0.198 0.119 -0.4608
C 11.409111 16.935657 13.358123 0.307 0.716 -0.011 0.0060
H 11.787439 20.273692 12.796628 0.106 -0.125 -0.083 0.2248
H 13.747278 19.304950 11.513031 -0.071 0.108 -0.155 0.2152
H 13.987212 16.866154 11.359574 -0.146 -0.137 -0.163 0.2186
H 10.880580 16.213064 13.971111 -0.243 0.004 -0.222 0.2396
S 12.452047 13.472896 15.294843 -0.103 -0.225 -0.310 -0.3695
C 11.761192 13.227770 13.816625 -0.662 0.413 -1.479 0.1518
N 11.277054 13.160167 12.733561 0.812 0.552 1.080 -0.6388
N 8.613548 14.708954 11.641558 -1.671 0.632 1.405 -0.6580
C 7.676101 14.848362 12.371006 2.079 -0.327 -1.228 0.6003
N 6.714098 15.122382 13.191302 0.525 0.282 -0.631 -0.7046
C 5.918563 14.227946 13.714507 -1.254 -1.511 0.961 0.4571
N 5.163299 13.496797 14.246599 1.090 1.187 -0.846 -0.5366